a:
The following is a DFT calculation (ωB97M-V/def2-TZVPD) of a structure of composition C28H39ClN5O4SZr.

Cartesian coordinates (Å):
Zr -0.192 -0.791 1.206
C 0.547 -2.036 5.015
C 1.140 -2.103 3.634
C 2.037 -1.122 3.185
C 2.662 -1.226 1.946
C 2.392 -2.324 1.127
C 1.486 -3.297 1.544
C 0.868 -3.184 2.788
H 1.174 -2.606 5.704
H -0.453 -2.465 5.045
H 0.492 -1.012 5.378
H 2.254 -0.278 3.828
H 3.356 -0.458 1.631
H 2.890 -2.425 0.175
H 1.252 -4.130 0.896
H 0.162 -3.938 3.112
Cl -7.703 -2.164 0.881
C -6.062 -1.611 0.969
C -5.813 -0.214 1.043
C -4.551 0.285 1.114
C -3.426 -0.592 1.115
O -2.242 -0.094 1.178
C -3.681 -1.995 1.039
C -2.627 -2.912 1.027
O -1.400 -2.632 1.087
C -5.024 -2.476 0.965
H -6.664 0.456 1.039
H -4.364 1.348 1.161
H -2.881 -3.977 0.967
H -5.200 -3.544 0.902
O -0.065 0.671 0.237
C 1.497 4.426 3.132
N 0.604 3.297 3.402
C -0.192 3.285 4.472
C -0.996 2.226 4.723
C -0.942 1.163 3.797
N -0.166 1.132 2.717
C 0.677 2.231 2.453
O 1.490 2.349 1.579
N -1.735 0.085 4.071
H 1.307 5.188 3.884
H 1.305 4.821 2.139
H 2.535 4.106 3.175
H -0.144 4.151 5.117
H -1.629 2.195 5.594
H -2.576 0.283 4.589
H -1.895 -0.573 3.323
C -0.072 1.973 -5.490
C -1.504 1.691 -5.045
C -1.617 0.687 -3.901
C -0.984 1.138 -2.587
N 0.446 0.834 -2.486
C 0.909 -0.281 -1.979
S -0.092 -1.609 -1.397
N 2.230 -0.463 -1.912
C 3.235 0.511 -2.321
C 3.453 0.626 -3.831
C 4.190 -0.549 -4.471
C 3.398 -1.853 -4.538
H -0.048 2.612 -6.372
H 0.450 1.046 -5.737
H 0.503 2.491 -4.717
H -2.072 1.314 -5.898
H -1.985 2.627 -4.747
H -1.173 -0.270 -4.189
H -2.673 0.486 -3.705
H -1.448 0.667 -1.726
H -1.087 2.217 -2.454
H 1.103 1.520 -2.818
H 2.512 -1.376 -1.608
H 4.169 0.214 -1.840
H 2.966 1.478 -1.886
H 4.024 1.542 -4.001
H 2.491 0.763 -4.333
H 5.133 -0.711 -3.940
H 4.463 -0.255 -5.486
H 3.254 -2.313 -3.560
H 3.913 -2.584 -5.160
H 2.407 -1.689 -4.968

Output
frontier orbital gap	7.54	eV
charge	+1
E_HOMO	-10.4	eV

Here are the Löwdin charges for atoms 1 to 4, given in e: 1.5087, -0.0395, -0.2999, -0.0764

---

b:
The following is a DFT calculation (ωB97M-V/def2-TZVPD) of a structure of composition C28H39ClN5O4SZr.

Cartesian coordinates (Å):
Zr 0.452 0.641 0.163
C 0.858 -1.080 4.045
C 1.555 -1.050 2.715
C 2.471 -0.039 2.411
C 3.115 0.012 1.179
C 2.862 -0.974 0.228
C 1.958 -1.994 0.524
C 1.312 -2.026 1.751
H 1.402 -1.715 4.747
H -0.152 -1.479 3.954
H 0.799 -0.082 4.477
H 2.683 0.728 3.140
H 3.786 0.831 0.961
H 3.348 -0.948 -0.735
H 1.734 -2.746 -0.220
H 0.589 -2.806 1.949
Cl -6.627 -0.471 -2.417
C -5.124 -0.011 -1.688
C -4.857 1.347 -1.462
C -3.672 1.749 -0.895
C -2.691 0.805 -0.537
O -1.567 1.203 -0.008
C -2.981 -0.563 -0.748
C -2.044 -1.583 -0.364
O -0.908 -1.390 0.081
C -4.203 -0.956 -1.326
H -5.602 2.078 -1.750
H -3.456 2.796 -0.728
H -2.381 -2.623 -0.486
H -4.405 -2.008 -1.486
O 1.075 2.004 -0.725
C 1.809 4.864 3.544
N 0.751 3.869 3.374
C -0.384 3.892 4.098
C -1.333 2.941 3.951
C -1.100 1.931 2.978
N 0.005 1.904 2.242
C 0.999 2.843 2.451
O 2.091 2.776 1.926
N -2.013 0.961 2.796
H 1.447 5.642 4.210
H 2.067 5.288 2.578
H 2.698 4.398 3.963
H -0.487 4.710 4.798
H -2.242 2.963 4.530
H -2.902 1.058 3.255
H -1.995 0.442 1.931
C -0.719 1.652 -6.562
C -1.974 1.664 -5.696
C -1.770 1.181 -4.262
C -0.781 1.996 -3.434
N 0.627 1.695 -3.707
C 1.292 0.670 -3.206
S 0.531 -0.600 -2.290
N 2.606 0.579 -3.424
C 3.425 1.555 -4.136
C 3.315 1.496 -5.660
C 3.979 0.287 -6.316
C 3.293 -1.052 -6.059
H -0.965 1.849 -7.606
H -0.214 0.683 -6.514
H -0.003 2.418 -6.256
H -2.731 1.029 -6.162
H -2.395 2.674 -5.678
H -1.455 0.134 -4.251
H -2.728 1.218 -3.739
H -0.940 1.851 -2.367
H -0.908 3.062 -3.631
H 1.163 2.400 -4.186
H 3.035 -0.250 -3.053
H 4.458 1.382 -3.832
H 3.167 2.552 -3.764
H 3.779 2.407 -6.046
H 2.263 1.535 -5.958
H 5.026 0.238 -6.000
H 4.000 0.466 -7.393
H 3.407 -1.395 -5.031
H 3.712 -1.826 -6.702
H 2.222 -0.991 -6.267

Output
frontier orbital gap	7.97	eV
charge	+1
E_HOMO	-10.7	eV

Here are the Löwdin charges for atoms 1 to 4, given in e: 1.5167, -0.0315, -0.2824, -0.0760

---

Which is most stable? The ranking, best first, is b, a.

---

a:
The following is a DFT calculation (ωB97M-V/def2-TZVPD) of the ion C4H12NO with charge +2.

Cartesian coordinates (Å):
O 0.919 -1.419 -1.226
C 1.837 -0.687 -0.457
C 1.305 0.738 -0.277
N -0.208 0.881 -0.296
C -0.880 0.249 1.006
C -2.272 -0.158 0.680
H 1.287 -2.275 -1.536
H 2.792 -0.747 -1.018
H 1.967 -1.196 0.521
H 1.585 1.121 -1.277
H 1.725 1.434 0.444
H -0.373 1.891 -0.246
H -0.559 0.521 -1.187
H -0.719 1.047 1.725
H -0.309 -0.650 1.224
H -2.921 0.631 0.280
H -2.698 -0.416 1.663
H -2.478 -0.964 -0.024

Output
spin multiplicity	2
frontier orbital gap (alpha / beta)	12.48 / 5.49	eV
charge	+2
E_HOMO (alpha / beta)	-20.5 / -20.5	eV
⟨S²⟩	0.75

Here are the natural (NBO) charges for atoms 1 to 4, given in e: -0.2386, -0.1420, -0.2688, -0.5150

---

b:
The following is a DFT calculation (ωB97M-V/def2-TZVPD) of a cluster of 2 separate species, C4H12NO in total.

Cartesian coordinates (Å):
C -1.852 1.691 -1.569
N -0.644 1.774 -1.166
H -2.247 0.677 -1.801
H -2.442 2.549 -1.714
H -0.110 2.579 -0.849
H -0.119 0.905 -0.907
C 1.303 -0.224 1.108
O 2.558 -0.587 1.736
C 0.454 -1.442 0.781
C -0.567 -1.183 -0.339
H 0.739 0.501 1.699
H 1.565 0.298 0.130
H 2.515 -0.108 2.589
H 1.206 -2.223 0.471
H 0.060 -1.776 1.697
H -0.049 -0.899 -1.271
H -1.067 -2.110 -0.627
H -1.303 -0.422 0.032

Output
spin multiplicity	2
frontier orbital gap (alpha / beta)	12.04 / 7.17	eV
charge	+2
E_HOMO (alpha / beta)	-21.1 / -21.0	eV
⟨S²⟩	0.75

Here are the natural (NBO) charges for atoms 1 to 4, given in e: 0.1951, -0.5960, 0.2495, 0.2567

---

Which is most stable? The ranking, best first, is a, b.

---

a:
The following is a DFT calculation (ωB97M-V/def2-TZVPD) of a cluster of 7 separate species, BrH12O6 in total.

Cartesian coordinates (Å):
Br -0.533 -0.033 -0.075
O 2.662 1.453 0.008
H 2.588 2.138 -0.663
H 1.868 0.911 -0.136
O -1.190 0.633 3.274
H -2.138 0.743 3.153
H -0.895 0.276 2.415
O 1.785 -1.317 2.217
H 1.230 -1.092 1.450
H 2.597 -1.652 1.827
O 0.354 -1.304 -3.186
H -0.488 -1.319 -3.649
H 0.112 -0.992 -2.294
O -0.501 3.536 0.065
H -0.825 2.633 -0.072
H 0.137 3.425 0.777
O -2.046 -2.933 -1.926
H -1.752 -2.434 -1.147
H -2.965 -2.671 -2.037

Output
frontier orbital gap	9.20	eV
charge	-1
E_HOMO	-6.0	eV

Here are the natural (NBO) charges for atoms 1 to 4, given in e: -0.9370, -0.9669, 0.4602, 0.4947

---

b:
The following is a DFT calculation (ωB97M-V/def2-TZVPD) of a cluster of 7 separate species, BrH12O6 in total.

Cartesian coordinates (Å):
Br 0.252 -0.018 -0.200
O 0.742 2.538 2.035
H 0.555 1.830 1.394
H -0.069 2.671 2.489
O -2.856 1.082 0.188
H -3.401 0.560 -0.316
H -1.909 0.717 0.090
O 3.083 -0.893 -1.403
H 2.320 -0.390 -1.148
H 3.223 -1.464 -0.651
O -0.857 -2.158 2.387
H -0.184 -2.344 3.033
H -0.387 -1.707 1.794
O 0.727 2.718 -2.046
H 0.540 2.075 -1.461
H 0.551 3.526 -1.399
O -0.482 -2.961 -1.802
H -1.208 -3.532 -1.749
H -0.631 -2.248 -1.237

Output
frontier orbital gap	9.40	eV
charge	-1
E_HOMO	-6.0	eV

Here are the natural (NBO) charges for atoms 1 to 4, given in e: -0.9009, -0.9732, 0.4962, 0.4576

---

Which is most stable? The ranking, best first, is a, b.

---

a:
The following is a DFT calculation (ωB97M-V/def2-TZVPD) of a cluster of 2 separate species, C11H15N in total.

Cartesian coordinates (Å):
C 0.621 1.815 -2.907
C 0.177 0.959 -4.128
H 1.557 1.363 -2.570
H 0.768 2.838 -3.247
H -0.077 1.686 -2.081
H -0.772 1.331 -4.507
H 0.218 -0.093 -3.890
H 0.918 1.178 -4.907
C 2.693 -0.976 1.400
C 0.214 -0.221 1.147
C 1.433 -0.784 0.694
C -0.758 -0.354 0.145
C 1.200 -1.192 -0.636
C -1.538 0.649 2.647
C -2.452 0.501 1.602
C -0.183 0.307 2.428
C -2.134 -0.094 0.399
N -0.199 -1.093 -0.869
H -1.819 1.215 3.523
H -3.457 0.778 1.931
H 0.604 0.501 3.140
H -2.799 -0.391 -0.408
H 3.544 -1.195 0.743
H 2.768 -1.896 1.992
H 1.695 -1.786 -1.392
H -0.644 -1.404 -1.722
H 3.061 -0.216 2.100

Output
spin multiplicity	2
frontier orbital gap (alpha / beta)	2.93 / 6.37	eV
charge	-1
E_HOMO (alpha / beta)	0.7 / -2.8	eV
⟨S²⟩	0.77

Here are the natural (NBO) charges for atoms 1 to 4, given in e: -0.6203, -0.6070, 0.2089, 0.1840

---

b:
The following is a DFT calculation (ωB97M-V/def2-TZVPD) of a cluster of 2 separate species, C11H15N in total.

Cartesian coordinates (Å):
C -0.832 -3.910 0.954
C -1.797 -3.352 -0.076
H -0.854 -3.462 1.946
H -0.797 -5.005 0.980
H 0.170 -3.626 0.591
H -2.839 -3.478 0.185
H -1.703 -2.279 -0.262
H -1.673 -3.897 -1.013
C 3.150 2.429 -0.181
C 0.753 1.401 -0.373
C 1.740 2.221 0.276
C -0.435 1.532 0.393
C 1.112 2.964 1.261
C -0.650 0.178 -1.931
C -1.713 0.330 -1.085
C 0.666 0.544 -1.519
C -1.635 0.822 0.257
N -0.145 2.431 1.438
H -0.836 -0.216 -2.924
H -2.658 -0.160 -1.339
H 1.594 0.460 -2.076
H -2.222 0.715 1.157
H 3.617 3.196 0.436
H 3.337 2.477 -1.259
H 1.693 3.580 1.938
H -0.763 2.613 2.209
H 3.719 1.492 0.017

Output
spin multiplicity	2
frontier orbital gap (alpha / beta)	3.38 / 6.45	eV
charge	-1
E_HOMO (alpha / beta)	0.4 / -2.8	eV
⟨S²⟩	0.77

Here are the natural (NBO) charges for atoms 1 to 4, given in e: -0.6205, -0.6184, 0.2026, 0.1846

---

Which is most stable? The ranking, best first, is a, b.

---

a:
The following is a DFT calculation (ωB97M-V/def2-TZVPD) of the ion C6H10N3O with charge +1.

Cartesian coordinates (Å):
C -1.284 -1.475 -0.573
C -2.611 -1.468 -0.232
C -0.767 -0.129 -0.456
C -1.871 0.553 0.134
C 1.587 -0.003 0.097
C 2.803 0.707 -0.259
N -1.977 1.877 0.502
N 1.506 -1.079 0.865
N 0.488 0.406 -0.543
O -2.952 -0.224 0.200
H -0.621 -2.374 -0.725
H -3.368 -2.213 -0.422
H 3.087 0.156 -1.153
H 2.708 1.771 -0.539
H 3.681 0.766 0.474
H -1.163 2.351 0.643
H -2.863 2.266 0.699
H 2.240 -1.233 1.582
H 0.575 -1.538 1.129
H 0.802 0.881 -1.422

Output
frontier orbital gap	8.06	eV
charge	+1
E_HOMO	-11.4	eV

Here are the natural (NBO) charges for atoms 1 to 4, given in e: -0.3146, 0.0713, -0.1366, 0.5268

---

b:
The following is a DFT calculation (ωB97M-V/def2-TZVPD) of the ion C6H10N3O with charge +1.

Cartesian coordinates (Å):
C -0.661 1.108 -0.033
C -2.408 -0.415 -0.045
C 1.993 -0.559 -0.028
C 0.874 -0.549 1.025
C 0.918 -0.877 -1.143
C -0.143 -0.329 -0.116
N -1.941 0.981 0.052
N -1.317 -1.157 -0.161
N 0.158 2.141 0.022
O -3.577 -0.621 -0.100
H 2.463 0.322 -0.037
H 2.616 -1.432 -0.067
H 0.811 -1.449 1.441
H 1.008 0.163 1.724
H 1.092 -0.300 -2.035
H 0.840 -1.889 -1.377
H -2.470 1.818 0.225
H -1.349 -2.070 0.202
H 1.156 2.037 0.202
H -0.063 3.078 0.248

Output
frontier orbital gap	10.73	eV
charge	+1
E_HOMO	-14.5	eV

Here are the natural (NBO) charges for atoms 1 to 4, given in e: 0.5770, 0.7915, -0.3827, -0.4006

---

Which is most stable? The ranking, best first, is a, b.

---

a:
The following is a DFT calculation (ωB97M-V/def2-TZVPD) of an isolated molecule of C2H8OSi2.

Cartesian coordinates (Å):
C -2.385 0.566 0.351
C 2.255 0.896 -0.411
O 0.072 -1.185 -0.066
Si -1.505 -1.235 -0.461
Si 1.646 -0.752 0.276
H -1.978 0.271 1.351
H -2.044 1.558 0.074
H -3.506 0.590 0.435
H 3.098 0.942 0.186
H 2.655 0.670 -1.366
H 1.667 1.824 -0.406
H -2.187 -2.292 0.305
H 2.213 -1.853 -0.268

Output
frontier orbital gap (alpha / beta)	7.08 / 6.94	eV
E_HOMO (alpha / beta)	-7.5 / -7.5	eV

Here are the natural (NBO) charges for atoms 1 to 4, given in e: -1.0312, -1.1197, -1.2926, 1.2445

---

b:
The following is a DFT calculation (ωB97M-V/def2-TZVPD) of a structure of composition C2H8OSi2.

Cartesian coordinates (Å):
C 0.706 0.711 2.179
C 0.761 0.683 0.909
O -1.853 -0.512 0.282
Si 0.369 -1.195 -1.889
Si -0.555 0.254 -0.354
H 1.517 1.021 2.813
H -0.274 0.519 2.836
H 1.729 0.795 0.467
H -2.407 -0.092 0.851
H 1.761 -1.164 -1.897
H -0.159 -0.479 -3.058
H -0.442 -2.351 -2.152
H -1.153 1.809 -0.985

Output
frontier orbital gap	10.24	eV
E_HOMO	-9.7	eV

Here are the natural (NBO) charges for atoms 1 to 4, given in e: -0.3292, -0.6894, -1.0834, 0.3349

---

Which is most stable? The ranking, best first, is b, a.